# C78H185N11O20

12 unconnected molecules or ions with the total composition C78H185N11O20 in a non-equilibrium geometry (the ωB97M-V functional and the def2-TZVPD basis, the OMol25 dataset).

Properties
net charge = 0
HOMO-LUMO gap = 8.720 eV
SMILES = CC1(C)CCCC(C)(C)N1O.CC1(C)CCCC(C)(C)N1O.CC1(C)CCCC(C)(C)N1O.COCCNCCOC.COCCNCCOC.COCCNCCOC.COCCNCCOC.COCCNCCOC.COCCNCCOC.COCCNCCOC.COCCNCCOC.CC(C)O
multiplicity = 1
HOMO = -8.21 eV
LUMO = 0.51 eV
maximum force = 1.2 eV/A

Geometry as XYZ:
```
294
Properties=species:S:1:pos:R:3:forces:R:3:lowdin_charge:R:1
O -3.77780 -1.89388 2.30898 0.3 -0.1 0.2 -0.210
O 0.75772 1.88744 -6.17172 0.1 0.4 0.2 -0.195
O -2.56272 -5.60699 -0.46183 0.1 0.2 -0.2 -0.204
O -2.07568 -1.50684 -5.50184 0.0 0.4 0.6 -0.025
O -2.46487 -9.78343 4.68206 -0.1 -0.1 -0.3 -0.203
O 2.84776 -1.44518 -3.09680 0.0 -0.5 0.5 -0.089
O 0.46832 -3.09623 1.28019 0.5 0.0 -0.4 -0.214
O 4.25331 4.32937 -0.15577 -0.2 0.3 0.2 -0.027
O -0.18007 1.25626 -1.15293 0.2 -0.1 -0.1 -0.224
O -5.34874 5.90756 -3.16134 0.6 -0.6 -0.1 -0.028
O 4.94440 3.04339 -7.33425 -0.1 0.2 -0.1 -0.210
O -2.23471 6.18811 2.64345 0.0 0.0 0.1 -0.220
O -6.13652 -1.97830 5.22733 0.2 -0.1 0.2 -0.212
O 8.12187 -1.94607 -3.78282 -0.7 -0.5 0.0 -0.201
O -3.88716 2.03674 4.03608 0.4 -0.2 0.2 -0.195
O 1.08260 2.41896 3.64829 0.0 0.0 -0.1 -0.213
O 5.46649 -5.10725 3.65845 -0.2 -0.3 0.2 -0.217
O 1.96320 -3.07904 5.19346 0.1 0.1 0.3 -0.203
O 3.25197 -0.43068 0.48331 -0.3 -0.1 -0.1 -0.215
O 6.62435 -4.95771 9.85711 -0.2 0.0 -0.1 -0.197
N -2.50477 -8.67731 1.61005 0.0 0.0 0.4 -0.062
N 3.59959 5.52495 -0.55760 0.0 0.4 0.8 -0.088
N 5.66708 -1.35943 -1.10561 -0.3 -0.3 0.2 -0.049
N 0.88230 -1.68390 -1.23950 -0.4 0.9 0.0 -0.057
N -0.10133 5.09312 4.16674 0.1 0.0 -0.1 -0.047
N -4.97759 4.55386 -2.88541 -0.1 -0.5 0.1 -0.077
N -3.38326 -1.98660 -5.76408 0.4 -0.5 -0.8 -0.094
N 6.58962 -6.14889 7.02604 -0.2 -0.2 0.0 -0.058
N -5.10639 0.78949 6.47729 0.0 -0.3 -0.4 -0.059
N -0.57862 -2.03416 4.31308 -0.7 0.0 -0.1 -0.030
N 2.35953 4.27710 -7.26746 -0.2 -0.4 0.2 -0.053
C 4.52086 -5.56922 2.70540 0.2 0.1 0.5 -0.107
C 6.85023 -1.18143 -1.94308 -0.2 0.2 0.4 -0.215
C -0.67917 0.21168 -1.99126 -0.1 -0.4 0.6 -0.179
C 6.37920 -4.15409 10.99227 0.0 0.4 0.2 -0.128
C 8.07962 -2.65061 -5.01342 -0.2 0.0 0.3 -0.120
C -2.01460 -6.58321 0.39695 -0.2 0.1 0.2 -0.233
C -3.49445 -9.32889 2.47234 -0.5 0.1 0.4 -0.215
C 2.18308 5.30221 -0.91174 0.0 0.5 -0.5 -0.480
C -4.14955 -1.02015 -6.55541 -0.3 -0.1 -0.3 -0.493
C 1.72759 -3.14792 1.98329 -0.4 -0.1 -0.7 -0.083
C -4.43649 -1.86852 -3.40266 0.3 0.6 0.1 -0.028
C -2.55585 5.11140 -2.08248 -1.0 -0.4 -0.3 -0.017
C 1.52331 6.64729 -1.40551 0.2 -0.4 0.3 -0.122
C -2.40690 -1.63217 2.60097 0.3 0.3 0.2 -0.214
C -3.26874 -4.60539 0.24232 0.0 0.0 0.2 -0.098
C 1.13125 -2.32684 6.06078 -0.2 0.2 0.0 -0.227
C 1.58600 3.27395 4.65794 -0.4 0.4 0.2 -0.223
C -5.85644 3.97071 -1.82321 0.2 0.2 0.1 -0.510
C -3.28288 2.69878 -2.72503 -0.2 0.7 0.0 -0.123
C -4.11002 2.16465 -1.55514 0.8 0.0 0.1 -0.196
C -1.74124 6.84904 3.80141 0.2 0.1 -0.3 -0.220
C -2.98117 -10.36009 3.47839 0.2 -0.3 0.2 -0.231
C -3.03942 2.88336 3.28282 0.6 0.2 0.4 -0.099
C 2.75354 0.90921 -3.52082 0.2 -0.3 0.1 -0.033
C -0.43985 1.16166 -5.99462 -0.3 0.0 0.1 -0.122
C -5.55800 2.47722 -1.79508 -0.3 0.0 0.3 -0.159
C 2.62258 -0.50103 -4.10607 -0.5 0.6 0.0 -0.514
C -3.43921 -0.68462 -7.88452 0.2 -0.3 0.2 -0.035
C -6.02641 -0.26290 6.93843 0.3 0.4 -0.2 -0.196
C 4.50780 6.44166 -1.25197 -0.2 0.1 -0.4 -0.519
C -5.42073 -1.78992 -7.02318 0.3 0.7 0.0 -0.149
C -3.57988 6.47615 2.33010 0.1 0.2 0.3 -0.109
C -0.50514 -1.24810 -1.48602 -0.1 0.1 0.2 -0.150
C -2.17281 -10.79543 5.63887 0.0 0.1 -0.4 -0.115
C -5.24309 -3.34764 -5.19271 -0.8 -0.7 -0.1 -0.149
C 0.41697 -3.79461 0.01764 0.3 -0.1 0.5 -0.184
C 4.49192 -0.79913 1.06142 0.3 0.3 -0.4 -0.203
C -4.09706 0.21421 5.57539 0.0 0.2 0.2 -0.222
C -0.31899 -2.53876 5.66948 -0.1 0.0 -0.4 -0.202
C 2.10034 4.22115 -1.97130 -0.6 -0.2 -0.6 -0.022
C -1.98035 -2.29731 3.91984 -0.1 -0.1 -0.1 -0.177
C 3.03660 0.96224 0.36255 0.1 0.3 0.2 -0.088
C -4.26890 -1.01375 1.30913 0.4 -0.1 0.2 -0.101
C -0.25557 6.52081 3.88252 -0.2 -0.1 0.0 -0.213
C -7.34521 4.13205 -2.21170 0.6 0.2 -0.1 -0.037
C -3.05901 4.51696 -4.47803 -0.3 0.0 0.6 -0.033
C 5.60911 6.81831 -0.27462 0.6 0.2 0.0 -0.045
C -6.23014 -2.41947 -5.92061 0.7 -0.1 0.5 -0.170
C 1.30295 4.72701 4.26717 0.7 -0.3 -0.4 -0.216
C 3.30304 -3.08944 5.64739 0.0 0.2 0.4 -0.097
C -6.78701 -2.51050 4.10604 -0.4 0.1 -0.3 -0.120
C 5.10072 2.82909 -8.74083 -0.1 0.2 0.8 -0.097
C 3.60429 -0.81357 -5.20712 0.0 0.3 -0.4 -0.050
C -6.84905 -0.92468 5.83178 -0.4 -0.1 0.2 -0.237
C -3.17451 1.26743 5.00766 0.2 0.3 0.1 -0.216
C -3.07328 -7.60723 0.77980 -0.3 -0.2 0.5 -0.215
C 6.99473 -2.29248 -2.95295 0.4 -0.1 -0.6 -0.222
C -5.70917 4.58368 -0.40017 0.3 0.2 -0.4 -0.031
C 3.57854 5.08673 -7.48533 -0.6 -0.9 0.5 -0.200
C -3.05139 -3.78270 -4.11532 0.0 0.3 -0.3 -0.025
C 6.41389 -5.37009 5.79513 0.6 0.7 0.7 -0.212
C 3.73173 7.74209 -1.58294 0.2 -0.2 0.1 -0.136
C 4.78129 4.38941 -6.87843 0.7 -0.1 -0.2 -0.227
C 5.46675 -5.97658 4.79274 -0.1 0.0 -0.4 -0.241
C 0.58114 3.25921 -5.82967 0.4 0.4 0.0 -0.218
C 2.40204 7.51260 -2.29130 0.2 -0.1 -0.1 -0.179
C -0.64554 1.39577 0.19054 0.0 -0.7 -0.5 -0.080
C 5.66388 -0.56251 0.11012 0.6 0.3 0.1 -0.226
C 5.51237 -6.07043 8.01851 0.0 0.1 0.0 -0.196
C -4.37679 0.32746 -5.84965 -0.2 -0.1 0.0 -0.015
C -3.48049 4.23438 -3.01092 -0.5 0.4 0.4 -0.431
C -3.99433 -2.67170 -4.62686 -0.1 -0.4 0.1 -0.515
C 5.59110 -4.81172 8.87990 -0.2 0.1 0.2 -0.229
C 5.16778 5.86639 -2.53865 -0.3 -0.1 0.1 -0.023
C 1.17506 -3.11542 -1.12626 -0.2 0.4 0.7 -0.171
C 1.36686 4.90625 0.32917 0.3 0.0 0.0 -0.028
C 1.29593 1.05106 3.93134 0.0 -0.1 0.1 -0.121
C 1.91245 4.05031 -5.87277 -0.1 -0.4 -0.4 -0.198
H 1.43270 5.71954 1.05711 0.1 -0.2 0.1 0.069
H -4.54580 -0.35528 4.74578 0.3 0.0 0.2 0.110
H 0.22927 6.80245 2.92732 -0.1 0.0 0.2 0.114
H 2.47182 1.67754 -4.24029 0.0 0.0 0.1 0.053
H -2.99811 6.11189 -1.98960 0.1 -0.2 0.1 0.076
H -2.27596 0.80731 4.55466 -0.3 0.0 0.0 0.107
H -3.81887 -11.01637 3.77776 0.0 0.2 -0.3 0.115
H 1.85418 -2.20805 2.51658 -0.1 0.0 0.1 0.082
H -6.39096 4.09403 0.30314 0.1 0.0 -0.1 0.093
H -3.51796 -8.03864 -0.12157 0.1 0.0 0.0 0.125
H -5.98763 5.64266 -0.41093 0.0 0.0 0.0 0.076
H 4.67561 -0.20681 1.98258 -0.1 -0.3 -0.2 0.128
H -4.22140 -9.85612 1.84066 0.2 0.1 0.0 0.119
H 7.73970 -1.18420 -1.28693 -0.3 0.2 -0.3 0.126
H -2.56794 -0.05063 -7.74018 0.1 0.0 0.0 0.058
H 3.69864 5.15545 -8.57861 0.0 0.3 0.4 0.110
H -5.33857 -1.29360 -3.59245 -0.1 0.1 0.0 0.062
H -2.27247 -0.54398 2.69713 0.1 -0.1 0.0 0.107
H -0.60226 -3.60878 5.77786 0.2 0.3 0.0 0.128
H -1.91116 7.93695 3.71452 0.1 -0.2 0.1 0.124
H 4.64871 -4.61191 9.42016 0.1 -0.2 -0.3 0.118
H -5.25032 -1.38575 1.01547 0.1 0.0 -0.2 0.086
H 2.67768 3.14614 4.75152 -0.2 0.0 0.0 0.123
H -5.03514 0.92659 -6.48304 0.2 0.2 0.0 0.092
H 2.68495 3.34311 -1.70718 -0.1 -0.1 0.2 0.063
H -3.68745 7.51025 1.95154 0.0 -0.3 0.0 0.094
H -4.84767 0.27154 -4.86811 0.0 -0.2 -0.1 0.055
H -3.50597 -0.45890 6.21633 0.0 0.0 -0.4 0.119
H 0.56479 6.40594 -1.88219 0.2 -0.1 0.0 0.109
H 2.88127 1.43853 1.34930 0.0 -0.2 -0.2 0.093
H -6.17962 -3.33387 3.73486 0.0 0.1 -0.1 0.087
H 4.43354 -6.04991 5.17992 0.3 -0.1 0.0 0.114
H -7.06262 -2.99483 -6.33328 0.0 0.0 0.1 0.114
H 2.12764 -1.38238 -2.41342 0.2 0.1 -0.3 0.034
H -2.43719 4.67559 -1.08076 0.0 0.1 -0.2 0.071
H 8.14928 -3.73809 -4.85895 0.1 0.1 0.0 0.087
H 5.37118 1.77366 -8.82364 -0.1 0.2 -0.2 0.091
H -2.26228 2.30087 2.74163 -0.5 0.1 -0.1 0.081
H 4.16732 3.02885 -9.28552 0.2 -0.1 0.0 0.081
H 5.79533 -6.98059 4.47945 -0.1 0.1 0.2 0.130
H 3.54946 8.25612 -0.62814 0.0 0.0 -0.2 0.121
H -3.09369 5.59637 -4.66757 0.0 -0.2 -0.1 0.085
H -3.40179 0.82204 -5.72882 -0.3 0.0 -0.1 0.066
H -6.16464 2.03966 -0.98778 -0.1 -0.1 -0.4 0.125
H 4.53721 -4.87106 1.86627 0.0 -0.2 0.0 0.083
H -3.89679 -7.08294 1.30487 0.2 -0.2 0.0 0.107
H -7.46419 3.86792 -3.26488 -0.1 0.1 0.1 0.089
H 3.35860 -0.22001 -6.09490 0.1 -0.1 0.0 0.078
H -6.00500 -1.10736 -7.64638 0.0 -0.1 0.0 0.119
H -1.19737 -7.06633 -0.13631 0.1 0.0 0.0 0.127
H -4.94343 -4.12083 -5.91575 0.1 0.1 0.2 0.126
H 5.19183 7.31686 0.60259 0.0 -0.1 0.0 0.087
H -3.61612 -4.44449 -3.45331 0.1 0.0 -0.1 0.084
H 0.79869 -4.82493 0.14276 -0.2 0.2 0.0 0.130
H -0.20390 0.62377 0.84251 -0.1 0.2 0.0 0.080
H -0.16443 0.34677 -2.94737 0.0 0.0 0.1 0.104
H 2.64152 3.48037 -5.26216 -0.1 0.3 -0.2 0.094
H 1.06023 3.89006 -2.08150 0.1 0.0 -0.1 0.085
H -4.23980 6.36184 3.20890 0.2 0.0 -0.2 0.097
H -0.88173 1.30642 -4.99334 0.2 0.2 -0.1 0.076
H 0.67188 0.72366 4.78638 0.6 0.1 -0.1 0.079
H 7.12884 -2.45601 -5.53216 0.2 0.0 0.0 0.081
H 1.84642 4.87155 3.31345 -0.1 0.2 0.1 0.110
H 1.12236 3.03732 5.63259 0.0 0.0 -0.2 0.126
H -2.81412 1.91359 5.83124 -0.1 0.0 -0.3 0.132
H -5.02352 -2.59321 -7.65383 -0.2 0.1 -0.1 0.121
H -0.64058 -3.82920 -0.24150 0.0 -0.2 0.1 0.094
H 3.40085 -3.66574 6.58263 -0.1 0.0 -0.1 0.084
H 1.73313 5.01677 -5.38357 0.0 -0.1 -0.1 0.114
H 2.14683 1.09965 -0.24878 -0.1 0.0 0.0 0.064
H -7.79148 -1.33161 6.24763 0.2 0.2 -0.1 0.123
H -1.48311 -2.13755 -5.92820 -0.2 0.0 0.0 0.109
H 6.18795 5.95245 0.05071 -0.2 0.0 0.0 0.080
H -4.66392 -2.57760 -2.60397 0.1 0.1 0.1 0.078
H -3.72933 3.99370 -5.16569 0.0 0.1 0.1 0.084
H -6.91711 -1.74821 3.31294 0.2 -0.2 0.2 0.089
H 2.56990 -3.24862 1.29659 0.0 0.0 -0.1 0.069
H -2.64169 -4.36303 -4.94515 -0.1 0.0 0.0 0.090
H -1.78659 -8.28553 2.20931 0.0 0.1 0.0 0.105
H -4.38059 -0.00099 1.71729 0.1 0.0 -0.1 0.085
H 6.19207 -3.09937 10.71719 0.1 -0.3 0.0 0.090
H -2.16669 -3.38334 3.84243 -0.1 0.2 0.1 0.125
H -5.31889 6.42231 -2.34221 0.3 -0.1 0.2 0.079
H -5.39166 -1.01991 7.42951 -0.5 0.1 0.0 0.124
H 4.62486 -0.53701 -4.90449 -0.2 -0.3 0.0 0.077
H -1.21998 1.46786 -6.71977 0.4 -0.2 0.1 0.086
H 4.81128 -6.58382 2.38367 -0.4 0.2 -0.1 0.094
H -0.95264 -1.96235 6.35575 0.1 -0.1 0.0 0.118
H -2.24769 6.46324 4.69872 0.0 0.1 -0.1 0.126
H -6.70729 0.20748 7.66134 0.1 -0.3 -0.1 0.115
H 8.91664 -2.30223 -5.61692 -0.1 -0.1 0.0 0.084
H 7.25251 -4.17024 11.64828 0.0 -0.2 -0.2 0.086
H -0.96099 -1.88835 -2.25107 0.1 0.1 0.0 0.110
H -3.12359 -1.59740 -8.39151 0.0 0.0 0.0 0.089
H 4.41686 8.36929 -2.16674 -0.2 0.0 0.1 0.121
H 1.37552 -1.25090 5.97064 0.0 -0.3 0.1 0.115
H 1.79193 5.39019 4.99248 -0.1 -0.2 0.0 0.121
H 7.14425 -3.27523 -2.48251 0.1 0.2 0.0 0.126
H 5.89815 3.45834 -9.15053 0.0 0.0 0.0 0.089
H 1.25450 7.24070 -0.52207 0.2 -0.1 0.0 0.116
H 5.81720 -3.94038 8.23597 -0.1 -0.1 0.2 0.120
H -4.14070 -0.16700 -8.54532 0.1 0.0 0.1 0.089
H -2.96094 -11.56419 5.61225 0.1 0.2 0.3 0.082
H 5.77162 6.62773 -3.03871 0.0 0.0 0.2 0.085
H 2.38009 0.84494 4.06036 -0.5 0.0 0.3 0.095
H 4.54066 -6.13809 7.51753 0.1 0.2 0.0 0.108
H 0.19948 3.31355 -4.78918 0.0 0.1 -0.4 0.108
H 4.42996 5.51996 -3.26558 0.0 0.0 0.1 0.058
H 0.22452 7.10180 4.68137 -0.2 -0.1 -0.1 0.122
H 1.28403 -2.62579 7.11374 0.0 0.0 -0.3 0.126
H 4.68147 4.28740 -5.79173 -0.1 0.1 -0.2 0.107
H 2.59172 3.33933 -7.60596 -0.2 0.3 -0.1 0.096
H 0.92113 -3.62865 -2.06023 0.1 0.1 0.1 0.131
H -2.59045 -4.05093 0.91695 -0.3 -0.1 -0.1 0.077
H 6.58937 -0.79046 0.66110 -0.2 -0.1 0.0 0.120
H 3.53671 -1.88615 -5.44454 0.2 0.4 0.0 0.085
H -1.58266 5.24535 -2.56045 0.0 -0.2 0.2 0.063
H -3.66724 -1.16589 -3.06148 0.0 -0.2 0.0 0.076
H -3.56359 -0.97827 0.45209 -0.4 0.0 0.1 0.078
H -7.79656 -2.88815 4.35075 0.2 0.0 0.1 0.089
H -7.11668 -0.17104 5.07131 0.0 0.0 0.1 0.127
H 6.08346 -4.32167 5.97910 0.0 -0.4 0.0 0.109
H 3.93282 -3.54790 4.88851 0.0 0.1 -0.1 0.070
H -0.21930 0.09480 -6.06731 0.0 0.2 -0.3 0.074
H 3.46537 6.08456 -7.03698 0.0 -0.2 -0.3 0.120
H 1.58156 -0.57740 -4.51092 0.5 -0.2 0.2 0.128
H -4.08864 -5.05041 0.82701 0.1 0.3 -0.1 0.088
H -3.69008 3.44701 2.60517 0.3 -0.1 0.0 0.080
H -2.21456 -11.02175 3.04483 -0.1 0.2 -0.2 0.126
H -1.76720 0.35585 -2.15511 0.3 -0.1 0.0 0.099
H -6.63991 -1.66692 -5.23537 0.0 -0.1 -0.1 0.107
H -5.84277 2.06788 -2.78070 -0.1 0.0 0.4 0.129
H 5.54737 -6.94671 8.67782 0.2 0.1 -0.1 0.119
H 7.40308 -5.27440 5.32469 -0.3 -0.1 0.1 0.129
H 3.86961 1.48133 -0.13221 -0.1 -0.2 0.1 0.073
H 6.08690 -2.38051 -3.57117 0.1 0.2 0.1 0.111
H 5.75494 0.52834 -0.06958 -0.2 -0.1 -0.2 0.108
H -2.20837 -3.38261 -3.54760 -0.1 0.1 0.0 0.063
H -0.12735 3.72773 -6.53739 0.1 -0.1 0.3 0.127
H -3.87407 5.75094 1.57292 -0.1 0.2 0.0 0.054
H -1.21955 -11.29983 5.41633 -0.1 0.1 0.0 0.087
H 3.78785 1.06486 -3.19538 0.0 0.1 -0.1 0.084
H 1.90863 8.47154 -2.49517 0.1 -0.1 0.1 0.115
H 5.51334 -4.50649 11.57658 0.1 0.0 -0.2 0.088
H -1.62197 -6.08242 1.30569 0.0 -0.3 -0.2 0.127
H 1.71288 3.97332 0.79130 0.0 0.2 -0.1 0.078
H 4.60168 3.86780 -0.93310 -0.2 0.1 -0.3 0.078
H -3.57324 2.11732 -3.62058 0.3 0.3 0.2 0.105
H 2.56784 7.05411 -3.27126 0.0 -0.1 0.0 0.100
H 2.12706 0.97557 -2.62188 0.0 0.1 -0.2 0.058
H -7.65964 5.16750 -2.03726 -0.1 -0.3 -0.2 0.079
H 4.40437 -1.86175 1.29882 0.1 0.1 0.1 0.107
H 5.83889 5.02875 -2.31412 -0.1 0.1 0.0 0.082
H -0.31535 2.38593 0.51778 -0.1 -0.2 0.0 0.080
H 1.73784 -3.98282 2.68339 0.0 0.0 0.1 0.077
H 6.31980 7.49955 -0.76103 -0.2 0.0 0.1 0.089
H -2.63071 -1.90015 4.70541 0.0 -0.2 0.0 0.096
H -3.73398 2.56770 -0.59753 -0.3 0.0 -0.2 0.104
H 3.66722 -2.07133 5.87852 -0.1 -0.2 -0.3 0.099
H 2.26101 -3.17552 -0.97724 -0.2 -0.1 -0.1 0.119
H -2.10852 -10.31074 6.61528 -0.1 -0.2 -0.1 0.087
H -0.51581 4.59923 3.37761 0.1 -0.1 0.2 0.090
H 1.18413 -1.22929 -0.37702 0.2 -0.1 -0.2 0.100
H -1.74196 1.29930 0.25198 0.2 0.2 0.0 0.076
H -4.69427 4.53438 0.00159 0.0 -0.2 -0.1 0.046
H 2.47701 4.54972 -2.94944 -0.2 0.1 0.2 0.065
H -4.09593 -8.60210 3.06387 0.2 -0.1 -0.2 0.124
H 0.95522 0.45241 3.08948 -0.1 0.1 -0.2 0.066
H 6.82066 -0.23899 -2.52157 0.2 -0.1 0.3 0.124
H -3.98259 1.07821 -1.47487 0.1 0.0 -0.1 0.094
H -2.21542 2.57055 -2.51281 0.0 -0.1 -0.3 0.103
H 3.51915 -5.56776 3.18270 0.3 -0.2 -0.4 0.083
H -2.44705 3.59095 3.91386 -0.6 -0.3 -0.2 0.084
H 5.69382 4.98599 -7.05741 -0.1 -0.2 -0.1 0.121
H -1.11671 -1.35949 -0.57369 0.0 -0.1 -0.1 0.101
H 4.80609 -1.25161 -1.64603 0.2 0.1 0.1 0.094
H -2.03682 4.15009 -4.63486 -0.2 0.1 0.1 0.061
H -1.77918 -1.98700 1.77184 0.0 0.1 0.0 0.095
H -7.95403 3.45553 -1.59602 0.1 0.2 -0.1 0.087
H 0.02362 -2.51260 3.65531 0.1 0.0 0.0 0.065
H 7.44346 -5.88466 7.50810 0.0 -0.1 -0.3 0.106
H -5.73504 -3.87254 -4.36779 0.0 0.0 0.0 0.121
H 0.31255 4.81027 0.03960 0.1 -0.1 0.1 0.081
H -5.63236 1.49140 5.96427 0.0 0.0 0.0 0.103
H -3.67979 -3.91705 -0.49890 0.0 0.0 0.1 0.082
```
Forces are in eV/Å.